No. 1
The following is a quantum chemistry calculation of a molecular structure, C18H29N3O2S at a distorted geometry, from OMol25.

CARTESIAN COORDINATES (ANGSTROEM)
O -0.015 -0.567 0.766
C -0.718 0.147 0.137
N -0.360 1.443 -0.470
C 0.753 1.987 -0.275
N 1.865 1.213 -0.671
C 3.063 1.864 -0.099
C 3.800 0.805 0.852
N 4.066 -0.260 -0.213
C 2.738 -0.827 -0.517
C 2.026 0.106 -1.256
H 0.956 -0.065 -1.482
H 2.433 0.469 -2.272
H 2.962 -1.934 -1.130
H 2.236 -1.024 0.517
C 4.946 -1.242 0.458
H 5.745 -0.697 1.098
C 5.524 -2.458 -0.324
O 6.512 -3.085 0.260
H 7.371 -2.320 0.339
H 4.692 -2.990 -0.487
H 5.748 -1.809 -1.402
H 4.342 -1.617 1.598
H 4.858 1.467 1.000
H 3.269 0.786 1.791
H 2.955 3.041 0.172
H 3.768 2.201 -1.070
S 0.615 3.404 0.258
H -1.239 2.168 -0.633
C -2.426 -0.262 0.149
C -2.368 -1.580 -0.687
C -3.824 -1.956 -0.841
C -4.351 -2.348 0.509
C -4.247 -0.975 1.446
C -5.205 -0.110 0.734
C -4.724 0.203 -0.664
C -4.696 -0.832 -1.426
H -5.737 -1.400 -1.675
H -4.407 -0.839 -2.223
C -3.273 0.848 -0.616
H -3.366 1.872 0.022
H -2.843 0.922 -1.497
H -5.472 1.087 -0.911
H -6.310 -0.388 0.763
H -5.218 0.809 1.352
C -2.952 -0.426 1.395
H -2.031 -1.274 1.937
H -2.724 0.332 2.086
H -4.491 -1.342 2.488
H -5.312 -2.622 0.513
H -3.813 -3.001 1.165
H -3.833 -2.954 -1.408
H -1.716 -2.227 -0.340
H -1.857 -1.306 -1.876

For the LUMO energy, the calculation gives 0.017 Ha. For the total energy, the calculation gives -1415.6520 hartree. As for the max |F|: 17.25 eV/A. The orbital gap is 8.53 eV. The value obtained for the energy above the lowest of the compared OMol25 structures with the same formula, charge and spin is 363.3 kcal per mole.

=====

No. 2
The following is a quantum chemistry calculation of a single C18H29N3O2S molecule, from OMol25.

CARTESIAN COORDINATES (ANGSTROEM)
C 0.524 4.294 3.501
C 1.168 2.947 3.799
H 0.876 2.579 4.784
H 2.258 3.030 3.739
O 0.730 1.944 2.884
C 1.328 1.913 1.691
O 2.209 2.670 1.370
C 0.818 0.789 0.797
C 0.734 1.320 -0.642
C -0.412 2.330 -0.790
N -1.704 1.837 -0.369
C -1.658 1.301 0.972
C -0.556 0.263 1.221
H -0.557 0.006 2.279
H -0.769 -0.642 0.649
H -2.631 0.863 1.207
H -1.497 2.149 1.648
C -2.488 1.129 -1.359
C -1.900 -0.098 -1.987
C -1.159 -0.187 -3.120
N -0.733 -1.422 -3.486
C -1.142 -2.331 -2.665
N -0.921 -3.653 -2.807
C -1.246 -4.576 -1.752
H -1.349 -5.573 -2.178
H -0.472 -4.601 -0.976
H -2.192 -4.292 -1.291
C 0.045 -4.092 -3.786
H -0.327 -4.989 -4.284
H 1.009 -4.319 -3.319
H 0.179 -3.298 -4.515
S -2.111 -1.706 -1.321
H -0.884 0.648 -3.739
H -2.691 1.842 -2.167
H -3.442 0.871 -0.889
H -0.486 2.656 -1.829
H -0.184 3.207 -0.173
H 1.673 1.812 -0.899
H 0.585 0.483 -1.324
C 1.887 -0.328 0.853
C 2.166 -0.845 2.244
C 3.473 -1.524 2.527
C 3.192 -0.170 3.103
H 3.007 -0.089 4.164
H 3.723 0.674 2.689
H 3.481 -2.375 3.190
H 4.193 -1.594 1.725
H 1.297 -1.248 2.750
H 1.550 -1.153 0.218
H 2.813 0.067 0.428
H -0.560 4.205 3.515
H 0.830 5.019 4.250
H 0.839 4.645 2.522

For the LUMO energy, the calculation gives 0.020 Ha. The SMILES is CCOC(=O)C1(CC2CC2)CCN(Cc2cnc(N(C)C)s2)CC1. For the total energy, the calculation gives -1416.2023 hartree. As for the max |F|: 0.87 eV/A. The orbital gap is 8.21 eV. The value obtained for the energy above the lowest of the compared OMol25 structures with the same formula, charge and spin is 18.0 kcal per mole.

=====

No. 3
The following is a quantum chemistry calculation of a molecular structure, C18H29N6ORe at a distorted geometry, from OMol25.

CARTESIAN COORDINATES (ANGSTROEM)
Re 0.191 0.156 -0.493
C 2.383 3.273 1.513
C 1.515 2.152 1.098
N 1.221 1.873 -0.142
C 1.615 2.662 -1.290
C 1.599 1.780 -2.554
N 0.482 0.792 -2.595
C -0.802 1.266 -3.177
C -1.734 1.808 -2.092
N -1.814 0.880 -0.929
C -2.746 -0.279 -1.104
C -2.061 -1.651 -0.938
N -1.031 -1.619 0.122
C -1.522 -1.365 1.476
C -2.668 -2.117 2.022
C -0.735 -0.479 2.233
C -0.741 -0.354 3.646
C 0.133 0.521 4.248
C 0.946 1.358 3.474
C 0.871 1.267 2.085
N 0.099 0.321 1.510
H 2.298 4.122 0.839
H 3.431 2.957 1.503
H 2.171 3.605 2.525
H 2.623 3.075 -1.188
H 0.918 3.505 -1.378
H 2.524 1.197 -2.566
H 1.595 2.413 -3.447
H 0.815 0.061 -3.225
H -1.275 0.422 -3.686
H -0.632 2.046 -3.927
H -2.725 1.984 -2.521
H -1.359 2.764 -1.721
H -2.201 1.441 -0.169
H -3.205 -0.238 -2.094
H -3.552 -0.193 -0.375
H -1.569 -1.944 -1.871
H -2.839 -2.394 -0.737
H -3.068 -2.844 1.324
H -3.479 -1.441 2.308
H -2.392 -2.646 2.937
H -1.400 -0.965 4.239
H 0.179 0.579 5.324
H 1.603 2.060 3.960
N 3.250 -2.842 -0.498
C 2.086 -2.234 -0.542
O 2.006 -0.998 -0.366
C 0.857 -3.084 -0.810
C -0.250 -2.883 0.234
H 4.099 -2.308 -0.355
H 3.362 -3.838 -0.637
H 1.141 -4.136 -0.790
H 0.492 -2.869 -1.818
H 0.226 -2.878 1.221
H -0.933 -3.739 0.195

For the LUMO energy (spin up / spin down), the calculation gives -0.422 / -0.416 Ha. For the total energy, the calculation gives -1184.4175 hartree. The multiplicity is 2. The net charge is +3. As for the max |F|: 2.71 eV/A. The orbital gap (spin up / spin down) is 5.37 / 5.39 eV.

=====

Copy entry 3 word for word.
The following is a quantum chemistry calculation of a molecular structure, C18H29N6ORe at a distorted geometry, from OMol25.

CARTESIAN COORDINATES (ANGSTROEM)
Re 0.191 0.156 -0.493
C 2.383 3.273 1.513
C 1.515 2.152 1.098
N 1.221 1.873 -0.142
C 1.615 2.662 -1.290
C 1.599 1.780 -2.554
N 0.482 0.792 -2.595
C -0.802 1.266 -3.177
C -1.734 1.808 -2.092
N -1.814 0.880 -0.929
C -2.746 -0.279 -1.104
C -2.061 -1.651 -0.938
N -1.031 -1.619 0.122
C -1.522 -1.365 1.476
C -2.668 -2.117 2.022
C -0.735 -0.479 2.233
C -0.741 -0.354 3.646
C 0.133 0.521 4.248
C 0.946 1.358 3.474
C 0.871 1.267 2.085
N 0.099 0.321 1.510
H 2.298 4.122 0.839
H 3.431 2.957 1.503
H 2.171 3.605 2.525
H 2.623 3.075 -1.188
H 0.918 3.505 -1.378
H 2.524 1.197 -2.566
H 1.595 2.413 -3.447
H 0.815 0.061 -3.225
H -1.275 0.422 -3.686
H -0.632 2.046 -3.927
H -2.725 1.984 -2.521
H -1.359 2.764 -1.721
H -2.201 1.441 -0.169
H -3.205 -0.238 -2.094
H -3.552 -0.193 -0.375
H -1.569 -1.944 -1.871
H -2.839 -2.394 -0.737
H -3.068 -2.844 1.324
H -3.479 -1.441 2.308
H -2.392 -2.646 2.937
H -1.400 -0.965 4.239
H 0.179 0.579 5.324
H 1.603 2.060 3.960
N 3.250 -2.842 -0.498
C 2.086 -2.234 -0.542
O 2.006 -0.998 -0.366
C 0.857 -3.084 -0.810
C -0.250 -2.883 0.234
H 4.099 -2.308 -0.355
H 3.362 -3.838 -0.637
H 1.141 -4.136 -0.790
H 0.492 -2.869 -1.818
H 0.226 -2.878 1.221
H -0.933 -3.739 0.195

For the LUMO energy (spin up / spin down), the calculation gives -0.422 / -0.416 Ha. For the total energy, the calculation gives -1184.4175 hartree. The multiplicity is 2. The net charge is +3. As for the max |F|: 2.71 eV/A. The orbital gap (spin up / spin down) is 5.37 / 5.39 eV.

=====

> Which formula does entry 3 have?

C18H29N6ORe

=====

> Which value of max |F| does entry 3 give?

2.71 eV/A

=====

Copy entry 1 word for word.
The following is a quantum chemistry calculation of a molecular structure, C18H29N3O2S at a distorted geometry, from OMol25.

CARTESIAN COORDINATES (ANGSTROEM)
O -0.015 -0.567 0.766
C -0.718 0.147 0.137
N -0.360 1.443 -0.470
C 0.753 1.987 -0.275
N 1.865 1.213 -0.671
C 3.063 1.864 -0.099
C 3.800 0.805 0.852
N 4.066 -0.260 -0.213
C 2.738 -0.827 -0.517
C 2.026 0.106 -1.256
H 0.956 -0.065 -1.482
H 2.433 0.469 -2.272
H 2.962 -1.934 -1.130
H 2.236 -1.024 0.517
C 4.946 -1.242 0.458
H 5.745 -0.697 1.098
C 5.524 -2.458 -0.324
O 6.512 -3.085 0.260
H 7.371 -2.320 0.339
H 4.692 -2.990 -0.487
H 5.748 -1.809 -1.402
H 4.342 -1.617 1.598
H 4.858 1.467 1.000
H 3.269 0.786 1.791
H 2.955 3.041 0.172
H 3.768 2.201 -1.070
S 0.615 3.404 0.258
H -1.239 2.168 -0.633
C -2.426 -0.262 0.149
C -2.368 -1.580 -0.687
C -3.824 -1.956 -0.841
C -4.351 -2.348 0.509
C -4.247 -0.975 1.446
C -5.205 -0.110 0.734
C -4.724 0.203 -0.664
C -4.696 -0.832 -1.426
H -5.737 -1.400 -1.675
H -4.407 -0.839 -2.223
C -3.273 0.848 -0.616
H -3.366 1.872 0.022
H -2.843 0.922 -1.497
H -5.472 1.087 -0.911
H -6.310 -0.388 0.763
H -5.218 0.809 1.352
C -2.952 -0.426 1.395
H -2.031 -1.274 1.937
H -2.724 0.332 2.086
H -4.491 -1.342 2.488
H -5.312 -2.622 0.513
H -3.813 -3.001 1.165
H -3.833 -2.954 -1.408
H -1.716 -2.227 -0.340
H -1.857 -1.306 -1.876

For the LUMO energy, the calculation gives 0.017 Ha. For the total energy, the calculation gives -1415.6520 hartree. As for the max |F|: 17.25 eV/A. The orbital gap is 8.53 eV. The value obtained for the energy above the lowest of the compared OMol25 structures with the same formula, charge and spin is 363.3 kcal per mole.